The following is a quantum chemistry calculation of a cluster of 15 separate species, C21H72N16O15 in total in a non-equilibrium geometry, from the OMol25 dataset.

Computed properties:
Max |F| (eV/Å): 9.2
Calculated total energy (eV): -77495.5969
LUMO energy (eV): -0.15
HOMO-LUMO gap (eV): 7.8

Each line ends with the Mulliken charge.
Atoms and positions in Å:
C (1.156, 1.723, 5.808)  -0.83
C (-0.188, 1.141, 5.329)  -0.27
O (-0.422, -0.253, 5.573)  -0.65
H (1.403, 1.359, 6.800)  0.38
H (1.063, 2.811, 5.939)  0.26
H (2.040, 1.585, 5.169)  0.14
H (-0.460, 1.317, 4.308)  -0.03
H (-0.999, 1.626, 5.840)  0.64
H (-0.617, -0.382, 6.534)  0.35
C (3.984, -1.372, -1.157)  -0.99
C (3.101, -2.420, -0.489)  1.20
O (3.837, -3.165, 0.492)  -0.71
H (4.841, -1.871, -1.579)  0.45
H (4.419, -0.596, -0.483)  0.09
H (3.432, -0.870, -2.005)  0.04
H (2.670, -3.098, -1.265)  0.20
H (2.273, -2.006, 0.148)  -0.78
H (3.915, -2.637, 1.282)  0.59
C (-1.014, -4.590, -1.880)  -1.96
C (-0.391, -3.610, -0.959)  0.34
O (-0.303, -2.312, -1.478)  1.93
H (-0.730, -5.583, -1.620)  0.52
H (-0.536, -4.556, -2.802)  0.29
H (-2.049, -4.517, -2.061)  0.31
H (0.629, -3.880, -0.732)  0.47
H (-1.019, -3.513, -0.101)  -0.11
H (-1.198, -1.874, -1.481)  -1.08
C (-3.499, 1.090, 0.882)  0.59
C (-4.730, 0.216, 1.083)  -0.72
O (-4.791, -0.295, 2.406)  -0.65
H (-3.453, 1.968, 1.601)  0.47
H (-3.572, 1.451, -0.173)  -0.16
H (-2.571, 0.508, 0.974)  -0.81
H (-4.616, -0.594, 0.419)  0.31
H (-5.628, 0.754, 0.927)  0.51
H (-4.915, -1.265, 2.437)  0.37
C (1.296, 0.513, -0.329)  0.84
C (0.200, -0.012, 0.574)  1.37
O (-0.018, 0.969, 1.569)  0.99
H (1.319, -0.065, -1.280)  -0.91
H (2.283, 0.518, 0.171)  -0.07
H (0.976, 1.535, -0.548)  -0.94
H (0.569, -0.929, 0.983)  0.32
H (-0.725, -0.092, 0.015)  0.52
H (0.780, 1.026, 2.068)  -0.67
C (1.965, 3.746, -1.933)  -0.92
C (2.783, 3.691, -0.620)  -0.09
O (3.908, 2.818, -0.608)  -0.56
H (1.510, 2.780, -2.182)  0.33
H (2.502, 4.113, -2.841)  0.37
H (1.138, 4.376, -1.716)  0.21
H (2.109, 3.318, 0.133)  -0.09
H (3.060, 4.662, -0.277)  0.59
H (4.479, 2.967, 0.207)  0.32
C (-3.622, -2.393, -1.770)  0.08
O (-4.497, -3.238, -1.099)  -0.81
N (-2.838, -1.513, -1.254)  0.16
N (-3.456, -2.492, -3.034)  0.06
H (-2.894, -1.621, -0.223)  -0.13
H (-2.731, -0.614, -1.691)  0.16
H (-4.122, -3.039, -3.598)  0.30
H (-2.569, -2.219, -3.462)  0.16
C (0.921, 3.748, 2.933)  0.13
O (1.817, 2.743, 3.148)  -0.74
N (0.018, 3.761, 2.021)  0.09
N (0.895, 4.859, 3.658)  -0.39
H (-0.055, 2.928, 1.391)  -0.46
H (-0.950, 4.034, 2.315)  0.31
H (1.578, 4.954, 4.474)  0.32
H (0.514, 5.744, 3.327)  0.20
C (-1.628, 0.946, -3.155)  0.40
O (-2.810, 1.046, -2.594)  -1.06
N (-0.503, 1.213, -2.570)  1.36
N (-1.500, 0.494, -4.294)  0.04
H (-0.522, 1.706, -1.712)  -0.72
H (0.385, 0.872, -3.018)  -1.34
H (-2.342, 0.061, -4.757)  0.39
H (-0.573, 0.444, -4.743)  0.20
C (1.607, 1.103, -4.754)  0.60
O (1.744, 2.527, -4.802)  -0.67
N (0.866, 0.422, -5.609)  -0.39
N (1.849, 0.355, -3.705)  0.04
H (0.585, 0.900, -6.481)  0.25
H (0.662, -0.605, -5.642)  0.26
H (2.561, 0.699, -3.039)  0.15
H (1.599, -0.631, -3.663)  0.15
C (-2.014, 4.002, -1.062)  -0.03
O (-0.976, 3.068, -0.696)  0.03
N (-1.947, 5.278, -0.840)  -0.49
N (-3.053, 3.597, -1.651)  -0.19
H (-1.133, 5.552, -0.225)  0.31
H (-2.848, 5.720, -0.715)  0.24
H (-2.960, 2.598, -1.875)  -0.18
H (-3.834, 4.121, -2.051)  0.24
C (2.925, -0.583, 2.909)  0.19
O (3.738, -1.724, 2.607)  -0.87
N (3.313, 0.629, 2.695)  -0.08
N (1.779, -0.711, 3.439)  0.42
H (4.144, 0.672, 2.142)  0.22
H (2.767, 1.499, 2.872)  0.28
H (1.407, -1.707, 3.546)  0.21
H (1.337, -0.041, 4.098)  -0.42
C (0.384, -2.456, -4.539)  -0.24
O (-0.978, -2.456, -4.146)  -0.73
N (1.329, -2.338, -3.656)  -0.18
N (0.745, -2.336, -5.778)  -0.47
H (0.839, -2.367, -2.743)  0.02
H (2.292, -2.753, -3.648)  0.31
H (-0.039, -2.128, -6.483)  0.33
H (1.775, -2.399, -6.145)  0.31
C (-2.123, -1.974, 2.593)  -0.43
O (-2.595, -2.022, 1.319)  -0.52
N (-2.219, -2.957, 3.454)  -0.27
N (-1.421, -0.965, 2.982)  0.73
H (-3.085, -3.497, 3.234)  0.39
H (-2.180, -2.879, 4.504)  0.23
H (-1.182, -0.335, 2.223)  -0.94
H (-0.962, -0.769, 3.916)  0.41
C (1.199, -3.937, 2.855)  -0.54
O (0.617, -3.094, 3.766)  -0.78
H (2.267, -3.977, 2.816)  0.33
H (0.811, -3.785, 1.855)  0.04
H (1.012, -5.006, 3.079)  0.40
H (-0.323, -2.955, 3.675)  0.30

The following is a quantum chemistry calculation of a cluster of 15 separate species, C21H75N3O18 in total in a non-equilibrium geometry, from the OMol25 dataset.

Computed properties:
Max |F| (eV/Å): 2.8
Calculated total energy (eV): -64310.3153
LUMO energy (eV): -0.12
HOMO-LUMO gap (eV): 8.1

Each line ends with the Mulliken charge.
Atoms and positions in Å:
C (2.493, 2.608, 1.094)  -0.60
O (1.562, 1.609, 0.670)  -0.06
C (0.451, 2.072, -0.038)  -0.44
C (-0.139, 0.795, -0.664)  -0.38
N (-1.283, 1.095, -1.507)  0.00
C (-2.530, 1.588, -0.882)  0.21
C (-3.650, 1.577, -1.950)  -0.29
O (-4.175, 0.246, -2.013)  -0.37
C (-4.963, -0.075, -3.127)  -0.82
H (3.432, 2.183, 1.449)  -0.29
H (2.081, 3.027, 2.012)  0.44
H (2.649, 3.486, 0.467)  0.41
H (0.689, 2.755, -0.853)  0.26
H (-0.260, 2.531, 0.648)  0.24
H (-0.525, 0.131, 0.110)  0.12
H (0.667, 0.292, -1.199)  0.11
H (-1.246, 0.719, -2.444)  0.32
H (-2.336, 2.598, -0.521)  -0.59
H (-2.798, 1.177, 0.092)  0.26
H (-3.265, 2.013, -2.872)  0.19
H (-4.439, 2.264, -1.644)  0.36
H (-4.325, 0.024, -4.005)  0.22
H (-5.777, 0.644, -3.215)  0.25
H (-5.382, -1.081, -3.081)  0.32
C (2.186, -2.498, 3.066)  -0.60
O (3.546, -2.417, 2.768)  -0.42
C (3.915, -1.637, 1.641)  0.22
C (5.318, -1.089, 1.934)  -1.16
N (5.264, 0.232, 2.446)  0.04
C (6.573, 0.874, 2.423)  -0.68
C (6.677, 2.044, 3.311)  -0.86
O (6.012, 3.099, 2.612)  -0.37
C (5.480, 4.112, 3.416)  -0.79
H (1.599, -2.833, 2.211)  0.09
H (1.918, -1.502, 3.418)  0.36
H (2.013, -3.306, 3.776)  0.35
H (3.218, -0.820, 1.454)  0.08
H (3.941, -2.227, 0.725)  0.10
H (6.023, -1.165, 1.106)  0.46
H (5.781, -1.812, 2.604)  0.42
H (4.664, 0.380, 3.245)  0.24
H (6.750, 1.011, 1.356)  0.35
H (7.508, 0.390, 2.704)  0.37
H (7.724, 2.344, 3.346)  0.39
H (6.358, 1.843, 4.334)  0.46
H (6.198, 4.662, 4.023)  0.24
H (4.728, 3.534, 3.955)  0.40
H (4.986, 4.876, 2.817)  0.19
C (1.320, -2.131, -2.228)  -1.13
O (1.782, -2.841, -1.143)  -0.10
C (1.011, -4.022, -0.872)  -0.63
C (2.099, -5.085, -0.456)  -0.65
N (1.567, -6.368, 0.055)  -0.33
C (0.879, -6.296, 1.291)  -0.10
C (0.777, -7.644, 1.890)  -0.68
O (2.002, -8.410, 2.003)  -0.33
C (1.856, -9.829, 1.959)  -0.81
H (1.172, -2.854, -3.030)  0.44
H (2.016, -1.325, -2.463)  0.36
H (0.343, -1.648, -2.261)  0.40
H (0.457, -4.449, -1.708)  0.45
H (0.238, -3.865, -0.120)  0.24
H (2.880, -4.789, 0.243)  0.36
H (2.687, -5.247, -1.360)  0.35
H (2.254, -7.107, 0.000)  0.28
H (-0.140, -5.994, 1.049)  0.22
H (1.094, -5.476, 1.976)  0.07
H (-0.040, -8.212, 1.445)  0.37
H (0.664, -7.461, 2.959)  0.31
H (2.856, -10.123, 2.279)  0.29
H (1.629, -10.362, 1.036)  0.31
H (1.287, -10.265, 2.780)  0.33
C (-1.745, -1.617, 2.926)  -0.20
O (-1.957, -2.980, 2.924)  -0.50
H (-0.691, -1.417, 3.119)  0.03
H (-2.178, -1.128, 2.053)  0.01
H (-2.376, -1.206, 3.714)  0.40
H (-2.914, -3.041, 2.869)  0.30
C (-5.905, 0.141, 0.878)  -0.56
O (-5.275, -0.978, 0.223)  -0.57
H (-5.230, 0.983, 1.028)  0.17
H (-6.775, 0.412, 0.279)  0.21
H (-6.429, -0.214, 1.766)  0.33
H (-4.932, -0.533, -0.554)  0.53
C (-8.687, -0.159, -3.396)  -0.42
O (-9.446, -0.720, -4.451)  -0.53
H (-8.019, -0.936, -3.023)  0.16
H (-8.028, 0.659, -3.689)  0.21
H (-9.302, 0.315, -2.630)  0.31
H (-10.058, -0.091, -4.840)  0.29
O (-5.088, 4.637, -2.860)  -0.57
H (-5.812, 4.921, -3.418)  0.29
H (-4.486, 4.191, -3.457)  0.28
O (3.395, 6.199, 0.625)  -0.61
H (3.780, 7.027, 0.340)  0.25
H (2.579, 6.450, 1.059)  0.30
O (-6.592, 4.577, -0.138)  -0.63
H (-5.835, 4.570, -0.723)  0.30
H (-6.234, 4.358, 0.721)  0.31
O (-2.388, 4.751, 1.075)  -0.65
H (-1.916, 5.519, 0.753)  0.31
H (-1.879, 4.006, 0.754)  0.35
O (5.859, 4.612, 0.371)  -0.65
H (5.061, 5.141, 0.339)  0.36
H (5.850, 4.217, 1.243)  0.52
O (-0.498, 5.930, -0.582)  -0.63
H (0.048, 5.492, -1.235)  0.30
H (-1.099, 6.470, -1.095)  0.32
O (5.052, 1.723, -1.096)  -0.66
H (4.783, 1.285, -0.288)  0.21
H (5.414, 2.560, -0.806)  0.38
O (-2.935, 3.458, -5.224)  -0.64
H (-2.722, 2.761, -5.845)  0.35
H (-2.228, 3.427, -4.579)  0.31
O (-3.041, 1.399, -7.213)  -0.70
H (-3.818, 1.650, -7.712)  0.33
H (-3.301, 0.604, -6.749)  0.33

The following is a quantum chemistry calculation of a cluster of 19 separate species, C21H76FNO22 in total in a non-equilibrium geometry, from the OMol25 dataset.

Computed properties:
Max |F| (eV/Å): 2.9
Calculated total energy (eV): -72262.2753
LUMO energy (eV): -0.29
HOMO-LUMO gap (eV): 8.8

Each line ends with the Mulliken charge.
Atoms and positions in Å:
C (-1.736, 1.305, -3.321)  -0.79
C (-2.350, -0.104, -3.242)  -1.07
C (-3.608, -0.157, -2.343)  0.14
C (-3.377, -0.961, -1.039)  -0.31
C (-4.460, -0.600, 0.006)  -1.10
C (-3.875, -0.076, 1.336)  -0.18
C (-3.748, 1.476, 1.370)  -1.05
C (-2.367, 1.851, 0.799)  3.71
C (-2.130, 3.361, 0.638)  -1.01
C (-1.016, 4.024, 1.500)  -1.16
C (-0.254, 3.116, 2.484)  -0.50
C (1.118, 2.668, 1.897)  -1.47
C (1.266, 1.121, 1.763)  1.28
C (0.932, 0.661, 0.323)  0.27
N (1.678, -0.507, -0.191)  0.64
C (2.814, -0.133, -1.024)  -0.93
C (2.432, 0.614, -2.313)  0.34
C (2.714, 2.126, -2.215)  -1.44
F (1.135, 0.365, -2.706)  -0.27
C (2.019, -1.482, 0.743)  0.01
O (3.080, -1.502, 1.261)  -0.42
O (1.154, -2.512, 1.013)  -0.45
C (-0.003, -2.147, 1.776)  0.77
C (0.224, -2.204, 3.314)  -0.22
C (-0.823, -1.357, 3.983)  0.31
O (-0.558, -0.406, 4.629)  -0.62
O (-2.095, -1.742, 3.856)  -0.42
H (-1.163, 1.493, -2.409)  -0.19
H (-1.097, 1.392, -4.196)  0.46
H (-2.523, 2.060, -3.356)  0.33
H (-1.592, -0.833, -2.957)  0.51
H (-2.656, -0.360, -4.261)  0.26
H (-3.907, 0.870, -2.113)  -0.17
H (-4.401, -0.649, -2.919)  0.71
H (-2.370, -0.702, -0.702)  -0.36
H (-3.386, -2.022, -1.289)  0.67
H (-5.144, 0.155, -0.378)  0.36
H (-5.050, -1.495, 0.223)  0.49
H (-4.428, -0.404, 2.217)  0.42
H (-2.856, -0.467, 1.436)  -0.29
H (-4.512, 1.912, 0.731)  0.25
H (-3.885, 1.848, 2.389)  0.38
H (-1.630, 1.300, 1.383)  -1.41
H (-2.361, 1.405, -0.197)  -1.50
H (-3.074, 3.872, 0.835)  0.46
H (-1.926, 3.566, -0.414)  0.37
H (-0.316, 4.527, 0.834)  0.27
H (-1.467, 4.836, 2.075)  0.40
H (-0.832, 2.278, 2.869)  0.37
H (-0.005, 3.730, 3.349)  0.60
H (1.352, 3.163, 0.954)  0.59
H (1.894, 2.984, 2.591)  0.39
H (2.288, 0.888, 2.066)  0.68
H (0.608, 0.666, 2.498)  -0.90
H (-0.124, 0.388, 0.302)  -1.74
H (1.013, 1.530, -0.321)  0.54
H (3.280, -1.068, -1.346)  0.68
H (3.597, 0.391, -0.457)  0.37
H (3.086, 0.238, -3.100)  0.39
H (3.033, 2.395, -1.211)  0.40
H (3.397, 2.473, -2.983)  0.33
H (1.752, 2.629, -2.359)  0.35
H (-0.769, -2.883, 1.546)  0.44
H (-0.431, -1.184, 1.505)  -0.85
H (-0.011, -3.234, 3.640)  0.27
H (1.211, -1.884, 3.628)  0.32
H (-2.513, -1.591, 4.723)  0.33
O (-2.769, -2.891, 6.478)  -0.59
H (-2.797, -3.832, 6.270)  0.31
H (-2.446, -2.855, 7.385)  0.30
O (5.153, -4.004, 0.996)  -0.64
H (5.477, -3.097, 0.998)  0.33
H (4.196, -3.904, 1.072)  0.34
O (-5.075, 2.638, -1.545)  -0.42
H (-5.813, 2.189, -1.982)  0.20
H (-5.061, 3.507, -1.963)  0.23
O (0.668, -5.532, 4.087)  -0.67
H (1.024, -5.212, 4.924)  0.32
H (1.199, -5.078, 3.420)  0.30
O (1.581, 1.740, 5.433)  -0.61
H (2.151, 1.295, 6.069)  0.28
H (0.936, 1.066, 5.178)  0.39
O (3.922, -7.060, 1.708)  -0.62
H (4.248, -6.152, 1.710)  0.31
H (2.963, -6.957, 1.778)  0.32
O (1.143, -8.139, 2.098)  -0.69
H (1.242, -7.629, 2.913)  0.28
H (1.406, -9.034, 2.347)  0.35
O (-6.491, 1.523, -3.689)  -0.62
H (-6.735, 1.533, -4.621)  0.28
H (-6.075, 0.661, -3.559)  0.32
O (5.667, 0.488, 0.442)  -0.57
H (6.304, 1.048, 0.900)  0.28
H (5.414, -0.173, 1.098)  0.26
O (-6.305, 5.228, -2.708)  -0.67
H (-7.133, 4.746, -2.832)  0.34
H (-6.462, 5.760, -1.918)  0.30
O (-7.251, 4.479, -5.747)  -0.71
H (-6.915, 5.026, -5.023)  0.35
H (-6.737, 4.763, -6.512)  0.33
O (-8.683, 7.155, -6.322)  -0.63
H (-8.922, 7.157, -7.255)  0.31
H (-8.274, 6.291, -6.179)  0.36
O (4.989, 0.395, -4.152)  -0.63
H (5.551, 0.867, -4.777)  0.30
H (5.580, 0.197, -3.416)  0.31
O (6.490, 2.514, -3.252)  -0.60
H (6.800, 3.423, -3.349)  0.33
H (5.534, 2.600, -3.155)  0.27
O (9.248, 3.401, -2.463)  -0.63
H (9.868, 3.047, -1.817)  0.31
H (8.623, 2.680, -2.611)  0.33
O (8.309, -4.075, 0.444)  -0.66
H (8.636, -3.167, 0.446)  0.32
H (7.352, -3.981, 0.531)  0.35
O (-1.973, -8.462, 2.937)  -0.63
H (-1.049, -8.254, 2.741)  0.36
H (-2.096, -8.164, 3.844)  0.30
O (7.725, -3.219, -2.305)  -0.64
H (8.325, -3.652, -1.683)  0.34
H (7.092, -3.906, -2.536)  0.31

Q: max |F| of number 3 (C21H76FNO22)?
A: 2.9 eV/Å

Q: Among the records above, which one has the lowest max |F|?
A: C21H75N3O18